No. 1
DFT (wB97M-V/def2-TZVPD) results for a structure of composition C16H48F6FeN8O14S.

total charge = +1
multiplicity = 6
HOMO level (spin up / spin down) = -10.7 / -10.7 eV

Each line ends with the Löwdin charge.
CARTESIAN COORDINATES (ANGSTROEM)
Fe  -2.43306  -0.50198  0.05273  1.125
C  1.37107  1.40987  -0.52625  -0.661
F  2.54067  1.74991  -1.01065  0.183
F  1.45145  1.11141  0.76595  0.153
F  0.55112  2.46875  -0.64405  0.130
S  0.61237  -0.00234  -1.46521  0.596
O  0.21247  0.52375  -2.74987  -0.306
O  1.62087  -1.00913  -1.42343  -0.242
O  -0.62976  -0.35726  -0.73996  -0.364
C  -1.68800  -1.64858  2.91580  -0.359
O  -3.02673  -1.50799  3.37918  -0.092
O  -1.69951  -1.18837  1.64957  -0.145
C  -0.66208  -0.99864  3.85764  -0.550
F  0.54652  -1.52023  3.59739  0.160
F  -0.62302  0.32640  3.87749  0.173
F  -0.91872  -1.38017  5.12592  0.143
C  -3.51006  -2.31582  4.45869  -0.243
C  -4.95736  -1.90512  4.66574  -0.059
H  -5.55633  -2.61648  5.22656  0.083
H  -4.94109  -0.91962  5.13107  0.082
H  -5.43898  -1.75715  3.69574  0.074
H  -2.95886  -2.07366  5.36307  0.110
H  -3.39039  -3.38426  4.24535  0.127
H  -1.51575  -2.73610  2.94574  0.174
C  -0.81910  -3.84963  -0.33840  -0.028
C  -1.74081  -3.28209  -1.41413  -0.354
C  -2.44185  -4.35458  -2.23346  -0.206
O  -3.26171  -5.10050  -1.37526  -0.179
C  -3.90264  -6.18446  -2.01361  -0.088
N  -2.75147  -2.38590  -0.73016  0.010
H  -1.41420  -4.32392  0.44425  0.091
H  -0.19848  -3.08134  0.12201  0.078
H  -0.14827  -4.58679  -0.77822  0.090
H  -1.11991  -2.70867  -2.10638  0.142
H  -1.60059  -4.98298  -2.56074  0.141
H  -2.93063  -3.93512  -3.12057  0.139
H  -4.44308  -5.98263  -2.94271  0.097
H  -4.74070  -6.51784  -1.39291  0.093
H  -3.22462  -7.03797  -2.06121  0.099
H  -3.46026  -2.31980  -1.46688  0.106
H  -3.20020  -3.07272  -0.11208  0.119
C  1.73318  2.84812  3.49892  -0.082
C  1.93361  3.71638  4.72804  -0.446
C  0.71827  3.85862  5.62102  -0.217
O  1.10650  4.60107  6.75753  -0.196
C  0.06266  4.76293  7.68753  -0.108
N  3.13179  3.28606  5.45596  0.056
H  2.62557  2.81864  2.87616  0.079
H  0.91452  3.16014  2.84260  0.070
H  1.45326  1.83851  3.82118  0.062
H  2.16344  4.71276  4.32053  0.136
H  0.41820  2.85797  5.97564  0.129
H  -0.12246  4.33797  5.10461  0.129
H  -0.45597  3.83488  7.94652  0.088
H  -0.63644  5.51239  7.30054  0.090
H  0.47187  5.16579  8.61291  0.090
H  2.92397  3.38521  6.44248  0.065
H  3.37788  2.33449  5.21937  0.063
O  2.87373  -3.46285  -2.27497  -0.055
H  2.13102  -4.03928  -2.07955  0.022
H  2.66623  -2.63557  -1.82086  -0.024
O  -2.21324  0.80462  -4.05473  -0.027
H  -1.25294  0.76497  -3.92035  0.020
H  -2.33718  0.57305  -4.98340  0.083
O  -2.42161  1.42374  0.60974  -0.024
H  -2.56212  2.13670  -0.03101  0.118
H  -2.19547  1.85711  1.44488  0.125
O  -3.17780  0.17206  -1.69439  -0.087
H  -2.72942  0.39587  -2.57595  0.058
H  -4.12370  0.19680  -1.89083  0.112
C  5.58004  -0.03963  -2.27325  -0.678
O  5.83571  -0.07173  -3.46024  0.029
N  4.92104  -1.04516  -1.61335  0.159
N  5.85162  1.05664  -1.47857  0.146
H  4.63234  -1.90719  -2.03724  0.078
H  4.71530  -0.91399  -0.64036  0.090
H  5.51916  1.09539  -0.53702  0.085
H  6.22942  1.80425  -2.03150  0.104
C  1.62030  4.26088  -4.14464  -0.666
O  0.82159  5.06803  -3.69127  0.022
N  2.72435  4.60901  -4.86903  0.157
N  1.54559  2.93850  -3.79784  0.154
H  3.37655  3.95201  -5.25249  0.095
H  2.83439  5.57979  -5.09672  0.104
H  0.72465  2.69521  -3.27907  0.064
H  2.24364  2.23841  -3.96209  0.083
C  0.87858  0.40539  -6.43198  -0.660
O  -0.12107  1.10888  -6.45428  0.023
N  1.52739  -0.05207  -7.55825  0.153
N  1.53270  0.12195  -5.26175  0.152
H  2.44751  -0.42256  -7.40792  0.095
H  1.25501  0.39209  -8.41590  0.105
H  2.17929  -0.63626  -5.12601  0.108
H  1.08924  0.48284  -4.43308  0.026

Atomic forces in eV per Å
Fe 3.2 -1.5 1.6
C -1.0 0.7 0.1
F 0.2 -0.4 0.0
F 0.2 -0.3 -0.1
F -0.1 -0.1 0.0
S 0.1 0.2 -0.7
O 0.4 0.2 0.3
O -0.2 -0.2 0.1
O -0.3 -0.1 0.8
C -2.3 -1.1 0.7
O 0.3 0.7 -0.1
O -0.1 1.3 -1.7
C 0.3 -0.9 1.0
F 0.2 0.6 -0.5
F 0.0 0.2 -0.7
F -0.2 0.1 -0.1
C -0.2 0.0 0.4
C 0.2 0.4 -0.7
H 0.2 0.0 0.2
H -0.3 -0.1 0.2
H 0.0 -0.2 0.0
H 0.1 -0.3 0.0
H 0.0 0.1 -0.2
H 0.7 0.1 -0.1
C -0.1 0.0 0.0
C 1.0 0.3 0.4
C 1.2 -0.3 0.6
O -0.7 0.7 -0.4
C -1.0 -1.0 0.7
N -1.2 -1.5 -1.1
H 0.1 -0.2 0.0
H -0.1 0.1 -0.1
H -0.1 -0.1 0.1
H -0.3 0.3 0.0
H -0.2 0.0 -0.4
H -0.3 -0.1 0.1
H 0.8 0.4 -0.4
H 0.3 0.2 0.4
H 0.1 0.1 -0.5
H -0.1 0.4 0.2
H 0.0 0.4 0.4
C -0.8 -0.6 0.2
C 0.8 1.0 -1.0
C 0.2 -0.6 0.4
O 0.1 -0.1 0.0
C -0.1 0.6 0.1
N -0.6 0.1 0.0
H 0.1 -0.1 0.2
H 0.0 0.4 0.2
H 0.3 -0.1 -0.1
H -0.2 0.1 0.3
H -0.2 0.0 -0.2
H 0.0 0.0 -0.1
H 0.0 -0.1 -0.3
H -0.3 -0.2 0.1
H 0.2 0.0 -0.1
H 0.4 -0.2 0.1
H -0.1 -0.1 0.3
O 0.1 0.1 0.1
H 0.1 -0.1 0.0
H -0.2 -0.1 -0.1
O 0.1 -0.2 0.5
H 0.0 0.2 -0.2
H 0.0 0.1 0.0
O -0.4 1.0 0.1
H 0.0 -0.1 -0.1
H 0.1 -0.4 0.2
O -0.8 0.4 -0.3
H 0.1 0.0 -0.4
H 0.0 0.1 0.0
C -0.7 -0.1 0.2
O 0.2 0.0 -0.1
N 0.0 0.2 0.5
N 0.1 -1.0 -1.1
H 0.3 0.0 -0.3
H 0.0 -0.3 0.0
H 0.2 0.5 0.1
H 0.0 0.5 0.6
C 0.6 0.1 1.0
O 0.0 -0.1 -0.6
N -0.2 0.3 -0.1
N -0.3 0.0 0.0
H -0.1 -0.1 0.0
H 0.0 0.0 0.0
H 0.0 -0.1 0.0
H 0.1 0.1 -0.3
C 0.9 0.4 -0.3
O -0.2 -0.4 0.0
N -0.8 0.0 0.8
N -0.2 0.0 0.4
H 0.1 0.1 -0.5
H 0.2 -0.1 -0.2
H 0.0 0.0 -0.3
H 0.0 -0.3 -0.1

No. 2
DFT (wB97M-V/def2-TZVPD) results for a structure of composition C16H48N8O10V.

total charge = +1
HOMO level = -11.5 eV

Each line ends with the Löwdin charge.
CARTESIAN COORDINATES (ANGSTROEM)
O  -0.10762  -0.38250  -0.51968  -0.306
V  -0.70649  -1.05793  0.78481  0.892
O  -2.19333  -0.56221  0.95945  -0.311
C  -2.57953  -3.45526  -0.49046  -0.589
O  -1.54249  -2.85984  -0.18946  -0.046
N  -3.65790  -2.77265  -0.95798  0.201
N  -2.72795  -4.80886  -0.42321  0.187
H  -4.55102  -3.20425  -1.11539  0.112
H  -3.61579  -1.76765  -0.98230  0.114
H  -3.59705  -5.22303  -0.70644  0.110
H  -1.98491  -5.37545  -0.06616  0.102
C  1.13210  0.39773  3.08063  -0.586
O  0.44801  0.14687  2.08349  -0.042
N  2.47707  0.42154  3.05153  0.211
N  0.52987  0.69614  4.26911  0.194
H  3.04973  0.69404  3.82716  0.116
H  2.89234  0.11781  2.17659  0.085
H  1.11836  0.78954  5.07718  0.107
H  -0.45369  0.52984  4.36727  0.107
C  1.87054  -3.06757  -0.01233  -0.616
O  1.06258  -2.49651  0.72259  -0.050
N  1.49020  -4.10946  -0.80578  0.193
N  3.15434  -2.66764  -0.12486  0.207
H  2.16297  -4.76930  -1.15169  0.111
H  0.52804  -4.38408  -0.72214  0.087
H  3.43445  -1.80446  0.32211  0.074
H  3.85812  -3.23639  -0.55791  0.115
C  -0.98976  -3.24166  3.38552  -0.597
O  -0.93847  -2.26987  2.63962  -0.036
N  -0.64408  -4.48791  2.95436  0.191
N  -1.45032  -3.14135  4.66587  0.185
H  -0.20902  -4.51486  2.05117  0.093
H  -0.81028  -5.29720  3.52226  0.108
H  -1.42676  -3.94076  5.27106  0.107
H  -1.84621  -2.26187  4.93497  0.112
C  5.42663  1.29814  -0.98394  -0.048
C  4.18379  1.14904  -0.13240  -0.461
C  2.94735  1.01895  -0.99869  -0.047
O  4.28971  -0.05601  0.66750  -0.106
H  6.33559  1.27819  -0.37229  0.082
H  5.46696  2.26693  -1.48032  0.090
H  5.46076  0.47404  -1.69627  0.092
H  4.07317  1.97980  0.57542  0.138
H  3.05607  0.03985  -1.47443  0.079
H  2.91304  1.80310  -1.75080  0.088
H  1.98425  1.05747  -0.48172  0.072
H  5.13023  -0.03812  1.13747  0.102
C  1.28295  0.24656  -3.76814  -0.060
C  1.16989  -1.24029  -3.48912  -0.500
C  -0.24904  -1.74611  -3.71490  -0.051
O  2.07315  -1.98434  -4.31977  -0.058
H  2.32590  0.51674  -3.90735  0.078
H  0.77249  0.81893  -2.98880  0.063
H  0.70328  0.50469  -4.66242  0.082
H  1.46013  -1.47763  -2.46310  0.102
H  -0.98905  -1.17296  -3.15583  0.076
H  -0.27747  -2.81471  -3.51483  0.076
H  -0.47996  -1.53796  -4.76779  0.085
H  1.66010  -2.09097  -5.18273  0.083
C  -2.41059  4.25025  3.72140  -0.052
C  -2.61518  3.42098  2.46282  -0.507
C  -3.53692  2.24139  2.70405  -0.064
O  -3.21676  4.19425  1.42535  -0.052
H  -1.85756  3.68406  4.46638  0.073
H  -3.39770  4.52010  4.09949  0.086
H  -1.90691  5.18126  3.45250  0.078
H  -1.67489  2.98212  2.10017  0.130
H  -3.08187  1.51928  3.39193  0.070
H  -3.72908  1.67746  1.79020  0.069
H  -4.50729  2.50641  3.12954  0.085
H  -2.71876  5.01499  1.34653  0.084
C  -1.68890  4.76067  -2.87962  -0.058
C  -1.20485  3.32067  -2.83493  -0.484
C  -2.00388  2.49700  -1.84848  -0.043
O  -1.37717  2.69563  -4.12854  -0.068
H  -1.84358  5.14654  -1.86928  0.071
H  -2.63650  4.83918  -3.41399  0.087
H  -0.99626  5.44664  -3.37570  0.076
H  -0.13615  3.27126  -2.59735  0.126
H  -2.19098  3.04624  -0.92728  0.066
H  -1.48536  1.57317  -1.58254  0.053
H  -2.93704  2.17016  -2.31046  0.091
H  -0.74176  3.11398  -4.71792  0.084

Atomic forces in eV per Å
O -0.7 -0.2 0.4
V 0.4 -0.5 -0.4
O 0.2 0.5 -0.1
C -1.2 0.6 -0.4
O 1.1 -0.6 0.4
N 0.3 -0.2 0.1
N 0.1 0.7 0.0
H 0.1 0.0 0.0
H 0.1 0.0 0.1
H 0.1 -0.2 0.0
H 0.0 -0.1 0.0
C -0.6 0.1 1.0
O -0.2 -0.4 -0.7
N -0.4 -0.3 -0.7
N 0.8 0.0 -0.4
H 0.0 0.0 0.0
H 0.3 0.2 0.1
H -0.3 0.0 0.2
H -0.1 0.1 0.0
C 0.4 -0.1 -0.6
O -0.3 0.3 0.4
N -0.1 0.0 0.4
N -0.2 -0.1 0.4
H 0.0 0.1 -0.2
H 0.0 0.0 -0.1
H 0.1 0.0 0.0
H -0.1 0.1 -0.2
C -0.4 -0.5 0.1
O 0.2 0.5 0.2
N -0.1 0.7 0.3
N 0.5 -0.2 -0.8
H 0.1 -0.2 -0.1
H 0.2 -0.1 -0.2
H -0.2 0.2 0.2
H -0.1 0.0 0.2
C 0.3 0.1 0.4
C -0.2 0.5 0.2
C 0.1 -0.4 0.2
O -0.2 -0.2 0.2
H -0.1 -0.2 0.0
H -0.3 -0.1 -0.2
H 0.1 0.1 -0.2
H 0.1 0.1 -0.2
H -0.3 0.2 -0.3
H 0.2 0.0 -0.1
H 0.3 -0.2 0.2
H 0.1 0.0 -0.1
C -0.7 0.0 -0.1
C -0.3 -0.2 -0.1
C 0.3 0.5 -0.4
O 0.0 0.0 0.2
H 0.0 0.2 0.1
H 0.4 0.0 0.2
H 0.3 -0.1 -0.2
H 0.2 0.1 0.0
H 0.1 -0.2 0.3
H -0.3 0.0 0.0
H -0.1 -0.3 0.0
H 0.0 0.1 0.0
C -0.3 0.0 -0.7
C -0.4 -0.6 -0.1
C -0.2 -0.6 0.1
O 0.2 0.1 0.1
H 0.1 0.1 0.1
H 0.1 0.0 0.2
H 0.3 -0.1 0.3
H 0.2 0.3 0.0
H 0.1 0.2 0.0
H 0.1 0.2 -0.1
H 0.1 0.3 0.0
H -0.1 0.0 -0.1
C 0.1 0.4 0.1
C -0.3 -0.1 -0.5
C 0.2 -0.6 0.1
O 0.2 0.1 0.3
H 0.0 0.0 0.0
H -0.1 -0.2 0.1
H 0.1 -0.2 -0.1
H 0.0 0.1 0.2
H -0.2 0.0 0.0
H 0.1 0.0 0.0
H -0.2 0.3 0.1
H -0.1 0.0 -0.1